The following is a DFT calculation (ωB97M-V/def2-TZVPD) of C29H40MoN4Sb as an isolated structure at a distorted geometry.

Atoms and positions in Å:
Mo  -0.630  0.274  -0.007
C  -3.752  3.953  0.576
C  -2.904  4.598  -0.307
C  -1.709  4.012  -0.726
C  -1.351  2.775  -0.222
C  -2.240  2.109  0.645
C  -3.428  2.684  1.052
N  -0.173  2.042  -0.592
C  0.942  2.364  -1.355
C  1.422  3.624  -1.704
C  2.576  3.675  -2.472
C  3.236  2.514  -2.893
C  2.779  1.259  -2.531
C  1.639  1.212  -1.744
N  1.005  0.040  -1.263
N  1.414  -1.068  -1.698
C  0.570  -2.087  -1.281
C  0.639  -3.381  -1.765
C  -0.410  -4.239  -1.472
C  -1.489  -3.796  -0.700
C  -1.457  -2.528  -0.164
N  -0.423  -1.695  -0.452
H  -4.673  4.426  0.886
H  -3.169  5.574  -0.690
H  -1.095  4.516  -1.454
H  -2.030  1.145  1.153
H  -4.092  2.160  1.725
H  0.946  4.531  -1.367
H  2.980  4.639  -2.752
H  4.125  2.601  -3.502
H  3.292  0.358  -2.836
H  1.467  -3.669  -2.398
H  -0.405  -5.249  -1.861
H  -2.335  -4.440  -0.501
H  -2.245  -2.154  0.486
C  -2.129  -1.086  4.218
C  -1.236  0.124  4.414
C  -1.925  1.444  4.164
C  -0.399  0.082  5.670
Sb  0.326  -0.071  2.685
C  1.502  -1.935  2.826
C  2.614  -1.917  1.782
C  0.555  -3.104  2.568
C  2.089  -2.036  4.235
C  1.734  1.657  2.811
C  0.966  2.935  2.489
C  2.312  1.767  4.223
C  2.861  1.479  1.800
H  -2.928  -1.021  4.965
H  -1.607  -2.023  4.402
H  -2.609  -1.108  3.238
H  -2.710  1.541  4.924
H  -2.413  1.489  3.193
H  -1.261  2.294  4.293
H  -1.119  0.154  6.497
H  0.278  0.925  5.773
H  0.135  -0.853  5.805
H  2.255  -1.670  0.781
H  3.058  -2.915  1.738
H  3.414  -1.231  2.040
H  0.126  -3.077  1.570
H  -0.252  -3.168  3.296
H  1.126  -4.033  2.644
H  2.658  -1.159  4.536
H  2.784  -2.880  4.245
H  1.330  -2.250  4.984
H  0.111  3.107  3.139
H  0.626  2.969  1.461
H  1.646  3.781  2.627
H  1.579  2.134  4.940
H  3.117  2.506  4.193
H  2.745  0.843  4.599
H  2.499  1.279  0.789
H  3.555  0.693  2.077
H  3.434  2.409  1.768

Values from the calculation:
spin multiplicity	1
net charge	+3
LUMO energy (alpha / beta)	-11.26 / -11.30	eV
strongest force on any atom	1.846	eV Å⁻¹
HOMO-LUMO gap (alpha / beta)	5.912 / 5.900	eV
HOMO level (alpha / beta)	-17.17 / -17.20	eV


The following is a DFT calculation (ωB97M-V/def2-TZVPD) of a 3-piece molecular cluster, C29H40N2O11P overall at a distorted geometry.

Atoms and positions in Å:
C  0.890  3.343  -0.056
C  0.509  2.289  0.628
N  -0.327  1.184  -0.021
C  -0.795  0.341  1.123
C  -1.720  -0.824  0.756
O  -3.099  -0.470  0.804
C  -3.913  -1.579  0.592
O  -4.001  -2.375  1.446
C  -4.725  -1.771  -0.685
C  -4.348  -3.059  -1.459
C  0.694  0.482  -0.904
C  2.043  0.185  -0.196
P  2.988  -0.976  -1.317
O  4.189  -0.281  -1.791
O  3.505  -2.313  -0.543
C  2.550  -2.954  0.334
C  1.145  -3.229  -0.274
O  2.092  -1.313  -2.640
C  2.704  -2.370  -3.439
C  1.607  -2.849  -4.433
N  -1.322  1.852  -0.779
C  -2.449  2.386  -0.062
C  -3.849  2.220  -0.703
O  -2.391  2.980  0.950
C  -1.725  1.228  -2.045
C  -1.618  2.134  -3.289
O  -2.072  0.115  -2.195
H  1.857  3.825  0.172
H  0.280  3.766  -0.860
H  0.810  2.158  1.669
H  -1.285  0.925  1.918
H  0.056  -0.118  1.647
H  -1.441  -1.340  -0.182
H  -1.564  -1.589  1.543
H  -4.696  -0.892  -1.348
H  -5.776  -1.876  -0.370
H  -4.646  -3.915  -0.831
H  -3.275  -3.123  -1.684
H  -4.945  -3.132  -2.379
H  0.954  1.113  -1.765
H  0.265  -0.482  -1.209
H  2.717  1.044  -0.138
H  1.981  -0.344  0.765
H  2.983  -3.933  0.586
H  2.450  -2.417  1.295
H  0.801  -4.190  0.145
H  0.447  -2.467  0.104
H  1.135  -3.352  -1.363
H  2.990  -3.241  -2.835
H  3.531  -1.933  -4.012
H  2.010  -3.521  -5.197
H  0.803  -3.300  -3.832
H  1.179  -1.931  -4.870
H  -4.137  1.168  -0.808
H  -4.587  2.681  -0.033
H  -3.933  2.781  -1.649
H  -2.428  2.874  -3.341
H  -0.639  2.644  -3.310
H  -1.662  1.509  -4.191
C  -3.016  -1.801  4.281
C  -4.246  -2.114  4.675
C  -4.626  -2.069  6.108
O  -5.745  -2.355  6.472
C  -3.581  -1.658  7.080
C  -2.350  -1.345  6.680
C  -1.975  -1.392  5.249
O  -0.852  -1.104  4.875
H  -2.720  -1.830  3.244
H  -5.018  -2.415  3.977
H  -3.876  -1.630  8.121
H  -1.574  -1.044  7.373
C  5.757  5.268  -0.520
C  6.979  4.847  -0.838
C  7.217  3.459  -1.307
O  8.327  3.074  -1.595
C  6.039  2.561  -1.410
C  4.821  2.987  -1.091
C  4.586  4.370  -0.622
O  3.465  4.761  -0.331
H  5.563  6.276  -0.175
H  7.848  5.489  -0.769
H  6.225  1.551  -1.755
H  3.954  2.345  -1.162

Values from the calculation:
spin multiplicity	1
net charge	+1
LUMO energy	-3.46	eV
strongest force on any atom	3.061	eV Å⁻¹
HOMO-LUMO gap	8.607	eV
HOMO level	-12.07	eV